(1)
This record from OMol25 describes 22 unconnected molecules or ions with the total composition C80H222N18O26 at a distorted geometry. The level of theory is ωB97M-V/def2-TZVPD.

Element x y z (Å)
C1 -5.30489 6.05851 -1.20643
C2 -6.46737 5.77588 -0.26817
O1 -7.43277 4.87363 -0.71041
O2 -4.68195 4.86570 -1.67455
H1 -4.62259 6.65539 -0.60119
H2 -5.69452 6.60419 -2.06579
H3 -6.89897 6.72440 0.05141
H4 -6.14249 5.49523 0.73371
H5 -7.16249 3.95853 -0.81600
H6 -4.40580 5.05265 -2.57477
C3 -4.95854 1.50138 0.97787
C4 -5.03491 1.39615 -0.52549
O3 -5.89046 2.40883 -1.10376
O4 -6.01292 0.80613 1.59712
H7 -4.86307 2.56119 1.21403
H8 -4.00804 1.06248 1.28123
H9 -5.40418 0.41527 -0.82486
H10 -4.09111 1.44119 -1.06893
H11 -5.30954 3.11883 -1.38662
H12 -6.76845 1.27970 1.24145
C5 -4.57118 6.54565 -5.53655
C6 -3.81560 5.19493 -5.38280
O5 -3.22249 5.03169 -4.05707
O6 -3.53621 7.56032 -5.70793
H13 -5.06248 6.79224 -4.59532
H14 -5.27505 6.57526 -6.36830
H15 -3.19650 5.14345 -6.27843
H16 -4.58847 4.45396 -5.58709
H17 -2.41025 5.54215 -4.09301
H18 -3.81064 8.47165 -5.83346
C7 1.35491 2.48481 -4.56829
C8 2.04396 2.18923 -5.86943
O7 2.74294 3.30745 -6.34337
O8 0.25379 3.30029 -4.61863
H19 2.11946 2.74313 -3.83560
H20 0.96224 1.54617 -4.17732
H21 1.43906 1.87380 -6.71955
H22 2.75826 1.40982 -5.60407
H23 3.66932 3.06155 -6.39775
H24 0.55234 4.18750 -4.83153
C9 1.04676 -8.32792 5.77395
C10 1.67075 -8.05217 4.38845
C11 0.83814 -7.04747 3.52018
O9 -0.27282 -7.81901 3.04161
C12 -1.40257 -7.04091 2.65806
N1 3.02775 -7.63218 4.62624
H25 0.05453 -8.77637 5.72427
H26 1.06559 -7.37274 6.29870
H27 1.75671 -9.02829 6.21388
H28 1.60785 -9.04493 3.94285
H29 1.42441 -6.65447 2.68957
H30 0.52057 -6.26471 4.20904
H31 -2.26690 -7.65452 2.40409
H32 -1.20099 -6.43149 1.77711
H33 -1.68992 -6.47429 3.54377
H34 3.08368 -6.63718 4.79032
H35 3.41511 -7.63161 3.69347
C13 1.65458 -8.70379 -1.33486
C14 0.65013 -8.33411 -0.32985
C15 -0.70630 -9.12046 -0.46792
O10 -1.42889 -8.72149 -1.62282
C16 -1.68121 -7.33925 -1.77907
N2 1.22380 -8.79836 0.97267
H36 1.37837 -8.43771 -2.35516
H37 1.92318 -9.75979 -1.30624
H38 2.62247 -8.24680 -1.12880
H39 0.48452 -7.25730 -0.29557
H40 -1.33727 -8.94150 0.40269
H41 -0.56654 -10.19821 -0.55170
H42 -2.55815 -7.25482 -2.42090
H43 -0.81586 -6.85926 -2.23611
H44 -1.94285 -6.81803 -0.85822
H45 2.12692 -8.39779 1.18250
H46 0.66480 -8.45939 1.74255
C17 -1.94832 -5.48355 6.42538
C18 -1.15374 -4.17673 6.29890
C19 -1.61460 -3.26701 5.14985
O11 -1.45130 -4.01431 3.95184
C20 -1.65826 -3.32717 2.78972
N3 -1.28975 -3.51434 7.57744
H47 -1.62911 -6.10217 7.26414
H48 -1.53975 -6.12665 5.64589
H49 -3.02565 -5.36784 6.30676
H50 -0.10264 -4.41116 6.13053
H51 -1.04093 -2.34019 5.14626
H52 -2.65992 -2.97545 5.25191
H53 -2.61937 -2.81853 2.71441
H54 -1.54731 -4.06602 1.99607
H55 -0.82150 -2.65280 2.60764
H56 -0.57360 -2.80217 7.57013
H57 -1.05348 -4.16014 8.31718
C21 4.62667 2.55392 -0.35227
C22 5.97716 3.26317 -0.80878
C23 6.56930 4.33141 0.15649
O12 5.56498 5.36684 0.33541
C24 5.92338 6.30264 1.31048
N4 6.97197 2.29602 -1.07993
H58 3.77203 3.22116 -0.46399
H59 4.71842 2.07890 0.62448
H60 4.39668 1.79989 -1.10503
H61 5.75174 3.83583 -1.70842
H62 7.49621 4.81619 -0.14999
H63 6.79940 3.83843 1.10101
H64 5.03673 6.92988 1.40275
H65 6.68502 6.95170 0.87836
H66 6.37764 5.94044 2.23273
H67 6.68924 1.55679 -1.70739
H68 6.98798 1.78142 -0.21100
C25 0.56517 2.34942 -0.59912
C26 0.59516 1.29614 0.54591
C27 0.04379 -0.05435 0.07402
O13 -1.42773 0.06827 -0.01887
C28 -2.17697 -1.12155 -0.32089
N5 1.82505 1.26694 1.15409
H69 0.92328 3.34063 -0.32097
H70 -0.39603 2.41544 -1.10885
H71 1.17893 1.98217 -1.42163
H72 -0.06841 1.63115 1.34312
H73 0.21141 -0.88435 0.76039
H74 0.37001 -0.38486 -0.91211
H75 -3.21719 -0.92609 -0.06041
H76 -1.82675 -2.04259 0.14510
H77 -2.14357 -1.31517 -1.39303
H78 1.78905 2.00648 1.84102
H79 2.46558 1.62611 0.46067
C29 -5.63740 0.05952 6.05159
C30 -4.45193 0.84631 5.66771
C31 -3.59551 0.19670 4.62248
O14 -2.53857 1.06361 4.39011
C32 -1.42992 0.58774 3.66945
N6 -4.93867 2.14326 5.28229
H80 -6.29121 0.35247 6.87306
H81 -5.36000 -0.95670 6.33166
H82 -6.32249 0.00349 5.20565
H83 -3.86958 1.02596 6.57143
H84 -4.13575 0.05013 3.68718
H85 -3.26675 -0.74020 5.07220
H86 -1.65266 0.74937 2.61476
H87 -1.26829 -0.46834 3.88547
H88 -0.53801 1.18985 3.84278
H89 -4.11384 2.60919 4.93206
H90 -5.49266 2.05999 4.44190
C33 -5.59186 -2.46713 1.55485
C34 -5.88432 -3.99580 1.49891
C35 -4.63724 -5.00866 1.59246
O15 -3.60498 -4.81138 0.54994
C36 -4.05891 -4.95837 -0.75921
N7 -6.83379 -4.21517 2.56621
H91 -5.04823 -2.19338 0.65063
H92 -4.88032 -2.22421 2.34404
H93 -6.52660 -1.90815 1.59853
H94 -6.41319 -4.18402 0.56459
H95 -4.91636 -6.05634 1.48039
H96 -4.19347 -4.91357 2.58348
H97 -3.18153 -4.74732 -1.37057
H98 -4.81889 -4.21779 -1.00833
H99 -4.46173 -5.97108 -0.74308
H100 -6.31896 -4.19606 3.43494
H101 -6.93303 -5.22012 2.54778
C37 8.52276 -0.32334 3.17256
C38 8.02292 0.87156 2.31211
C39 9.30640 1.51573 1.68807
O16 10.20105 2.00767 2.75053
C40 11.43738 2.37765 2.19809
N8 7.27162 0.29551 1.20477
H102 9.16787 0.05570 3.96518
H103 9.19661 -1.01952 2.67319
H104 7.70052 -0.95397 3.51068
H105 7.53648 1.61437 2.94433
H106 8.97227 2.37843 1.11168
H107 9.70395 0.81176 0.95699
H108 11.71688 1.55435 1.54071
H109 12.18715 2.41095 2.98856
H110 11.48321 3.30849 1.63282
H111 7.70763 -0.53036 0.82013
H112 6.44749 -0.10530 1.62933
C41 0.59801 3.28221 5.32104
C42 -0.42239 3.39882 6.47261
C43 -1.51043 4.46316 6.40204
O17 -0.86454 5.76454 6.31260
C44 -1.80768 6.77750 6.20422
N9 -1.17438 2.20744 6.49952
H113 1.33219 4.08786 5.31752
H114 0.14620 3.23325 4.33030
H115 1.05234 2.29284 5.37421
H116 0.11222 3.51363 7.41552
H117 -2.13190 4.49439 7.29698
H118 -2.25492 4.33402 5.61644
H119 -2.47138 6.64621 7.05885
H120 -2.34286 6.70841 5.25719
H121 -1.49598 7.82195 6.21184
H122 -1.58051 1.98830 5.60111
H123 -1.97007 2.35500 7.10385
C45 0.05180 8.70971 -3.84662
C46 -0.57435 7.58430 -3.13428
C47 -1.58358 7.91740 -2.03143
O18 -0.85489 8.87559 -1.14782
C48 -1.78382 9.35877 -0.20596
N10 -1.04534 6.70745 -4.20862
H124 -0.70460 9.45076 -4.10509
H125 0.69435 8.52763 -4.70805
H126 0.68461 9.22173 -3.12171
H127 0.30802 7.10325 -2.71223
H128 -1.95515 7.04252 -1.49795
H129 -2.46725 8.44691 -2.38760
H130 -1.29090 10.09465 0.42935
H131 -2.27968 8.56634 0.35464
H132 -2.56312 9.96027 -0.67393
H133 -0.29163 6.38794 -4.80018
H134 -1.55778 7.20959 -4.91951
C49 6.90698 2.99075 -4.56246
C50 6.12770 1.77218 -5.06853
C51 5.39116 0.86552 -4.04770
O19 6.12866 0.31882 -2.98866
C52 5.67470 -0.90661 -2.44187
N11 5.32436 2.19172 -6.27042
H135 6.24853 3.71118 -4.07714
H136 7.32362 3.49733 -5.43302
H137 7.77216 2.73466 -3.95093
H138 6.94473 1.16778 -5.46255
H139 5.02322 -0.00632 -4.58865
H140 4.59399 1.42100 -3.55367
H141 4.66425 -0.91874 -2.03328
H142 6.25610 -1.07514 -1.53541
H143 5.73499 -1.77439 -3.09869
H144 5.24086 1.41156 -6.90640
H145 5.95174 2.82825 -6.74087
C53 5.05555 0.73122 4.99574
C54 4.13183 1.21759 3.87297
C55 4.24107 2.82461 3.68233
O20 3.03508 3.26402 3.03753
C56 3.05182 4.53127 2.54561
N12 4.29765 0.34117 2.69984
H146 4.91243 1.18741 5.97529
H147 6.00443 0.97289 4.51687
H148 4.84929 -0.31853 5.20452
H149 3.12518 0.97261 4.21166
H150 5.03848 3.04311 2.97205
H151 4.45861 3.30597 4.63577
H152 2.04345 4.72840 2.18172
H153 3.68800 4.58169 1.66197
H154 3.27916 5.24755 3.33515
H155 3.54059 0.69113 2.13022
H156 3.97811 -0.61401 2.77481
C57 -6.67854 -1.55991 -2.23096
C58 -6.62658 -2.46581 -3.46327
C59 -7.99397 -2.73980 -4.14665
O21 -8.70237 -3.68803 -3.33945
C60 -9.81977 -4.30381 -4.00696
N13 -5.75318 -1.82977 -4.44759
H157 -7.54457 -1.85952 -1.64079
H158 -6.71840 -0.49877 -2.47694
H159 -5.82621 -1.76064 -1.58185
H160 -6.14612 -3.40886 -3.20265
H161 -7.87347 -3.18018 -5.13642
H162 -8.48636 -1.79625 -4.38193
H163 -9.76772 -5.31818 -4.40246
H164 -10.33997 -3.65551 -4.71207
H165 -10.50153 -4.46775 -3.17243
H166 -5.71719 -2.43686 -5.25397
H167 -4.82409 -1.61031 -4.11786
C61 -0.25257 -2.76014 -6.53050
C62 0.71983 -2.33152 -7.57809
C63 1.92718 -3.39441 -7.75591
O22 2.71321 -3.60174 -6.53734
C64 3.80303 -2.69405 -6.41362
N14 -0.06132 -2.26035 -8.79175
H168 -1.05188 -2.03666 -6.36995
H169 0.17058 -2.88612 -5.53391
H170 -0.72350 -3.67132 -6.89939
H171 1.08244 -1.32492 -7.36981
H172 2.59089 -3.20542 -8.59965
H173 1.37550 -4.32177 -7.91001
H174 4.70955 -2.96235 -5.87109
H175 3.38001 -1.76342 -6.03538
H176 4.37539 -2.57179 -7.33316
H177 -0.67646 -1.47050 -8.65820
H178 -0.68115 -3.05763 -8.77596
C65 2.15867 -2.54838 5.11730
C66 2.14064 -3.80091 4.24253
C67 2.39624 -3.50630 2.77790
O23 3.59890 -2.83549 2.58233
C68 3.90390 -2.64193 1.15617
N15 3.22498 -4.65876 4.75434
H179 1.62471 -1.67439 4.74429
H180 3.12087 -2.04641 5.21883
H181 1.63391 -2.80527 6.03747
H182 1.22296 -4.36290 4.41614
H183 1.63602 -2.82303 2.39936
H184 2.30252 -4.43707 2.21847
H185 3.11350 -2.07403 0.66540
H186 3.99218 -3.64470 0.73812
H187 4.86601 -2.17790 0.93912
H188 4.05904 -4.25894 4.34866
H189 3.35543 -4.43355 5.73023
C69 -2.51500 4.51648 1.13160
C70 -1.15454 4.95398 1.78184
C71 -0.51554 6.13407 1.04006
O24 0.62847 6.76018 1.55906
C72 1.54124 7.14797 0.54605
N16 -1.39557 5.22754 3.20239
H190 -2.93653 3.67144 1.67595
H191 -2.53119 4.46877 0.04276
H192 -3.22666 5.32909 1.27745
H193 -0.48298 4.09571 1.76022
H194 -1.27835 6.91263 1.03267
H195 -0.36472 5.83233 0.00357
H196 0.96936 7.82120 -0.09257
H197 1.94279 6.30040 -0.00936
H198 2.43615 7.67608 0.87517
H199 -1.78208 6.15982 3.24208
H200 -0.54341 5.37489 3.72413
C73 3.45381 -5.28490 -3.14218
C74 1.93356 -5.55757 -3.38718
C75 0.99603 -4.57735 -2.71831
O25 1.16795 -4.46342 -1.30945
C76 0.23046 -3.74292 -0.61837
N17 1.67487 -5.54906 -4.81304
H201 3.77619 -5.23400 -2.10219
H202 3.70085 -4.31008 -3.56265
H203 4.15192 -5.94729 -3.65403
H204 1.65300 -6.53472 -2.99406
H205 -0.02377 -4.76408 -3.05484
H206 1.17387 -3.57282 -3.10223
H207 0.20991 -3.97470 0.44651
H208 -0.79477 -3.96851 -0.91178
H209 0.44196 -2.67498 -0.67202
H210 2.41146 -6.10588 -5.22230
H211 1.96578 -4.68120 -5.24002
C77 -4.62825 1.48161 -4.04304
C78 -3.14301 1.21114 -4.07515
C79 -2.78103 -0.23956 -4.56262
O26 -3.19508 -1.30212 -3.69340
C80 -2.67029 -2.57924 -4.11689
N18 -2.52077 2.19009 -4.98189
H212 -5.20135 0.81951 -3.39399
H213 -5.02183 1.39965 -5.05620
H214 -4.78490 2.50070 -3.68945
H215 -2.79406 1.37152 -3.05505
H216 -1.70246 -0.37518 -4.64247
H217 -3.21056 -0.36676 -5.55632
H218 -1.58522 -2.68262 -4.12250
H219 -3.08839 -2.93317 -5.05925
H220 -2.97188 -3.34605 -3.40334
H221 -1.55455 2.30152 -4.70970
H222 -2.85549 3.06427 -4.60257

Forces on atoms 1 to 3 (eV/Å):
-0.772 -0.492 0.342
0.447 -0.593 1.054
-1.213 0.929 -0.574

Properties
DFT total energy (Eh): -6122.427116
M (g mol⁻¹): 1852.76
HOMO level (eV): -8.6
Gap between HOMO and LUMO (eV): 8.719

Löwdin population analysis, charges in e, atoms 1 to 8:
1. C -0.213
2. C -0.268
3. O -0.042
4. O -0.086
5. H 0.103
6. H 0.118
7. H 0.120
8. H 0.110

(2)
This record from OMol25 describes a molecular structure, C36H40N2PdS3Sb. The level of theory is ωB97M-V/def2-TZVPD.

Element x y z (Å)
Pd1 1.56256 -1.51860 0.73867
S1 5.05588 -3.43413 4.07717
Sb1 3.48047 -2.40443 2.73585
S2 4.10642 -1.66143 0.60093
S3 1.55884 -3.59693 2.19709
C1 -1.44890 -3.74202 -3.25548
C2 -0.75210 -3.41380 -1.93560
C3 0.37800 -4.40436 -1.64223
C4 -1.71446 -3.35792 -0.76440
C5 -2.69548 -4.32558 -0.59275
C6 -3.54672 -4.29858 0.50311
C7 -3.40175 -3.29913 1.45292
C8 -2.43052 -2.31360 1.32008
C9 -2.25215 -1.26723 2.40370
C10 -3.54542 -0.49920 2.68130
C11 -1.69412 -1.90820 3.67656
C12 -1.59375 -2.33600 0.19301
N1 -0.59178 -1.36800 0.04932
C13 -0.87128 -0.17016 -0.40999
C14 0.14826 0.84202 -0.45366
N2 1.37795 0.55366 -0.08288
C15 2.32144 1.58071 0.07205
C16 3.31247 1.75884 -0.90592
C17 4.20628 2.81088 -0.76463
C18 4.14922 3.65577 0.33629
C19 3.21212 3.42215 1.32977
C20 2.29762 2.37946 1.22304
C21 1.33078 2.08451 2.35393
C22 2.08734 1.75515 3.64162
C23 0.33906 3.22984 2.56923
C24 3.36056 0.80586 -2.08137
C25 4.78017 0.55085 -2.57817
C26 2.45860 1.28920 -3.22058
C27 -0.47084 2.08765 -0.94557
C28 -0.03734 3.36355 -1.19687
C29 -0.96955 4.31527 -1.69655
C30 -2.28290 4.01206 -1.94371
C31 -2.75852 2.69130 -1.70024
C32 -4.07924 2.19993 -1.90971
C33 -4.37018 0.89013 -1.63127
C34 -3.40239 -0.02382 -1.12793
C35 -2.12611 0.42565 -0.91140
C36 -1.83510 1.78435 -1.20914
H1 -0.73378 -3.67558 -4.07908
H2 -2.26908 -3.04883 -3.45574
H3 -1.85520 -4.75754 -3.25641
H4 -0.30224 -2.42539 -2.02940
H5 -0.02590 -5.41500 -1.52062
H6 0.90448 -4.13697 -0.72447
H7 1.10016 -4.41758 -2.46271
H8 -2.79510 -5.12073 -1.32384
H9 -4.30514 -5.06301 0.62512
H10 -4.04778 -3.29266 2.32447
H11 -1.50798 -0.55195 2.05237
H12 -4.32222 -1.15905 3.07841
H13 -3.92783 -0.03059 1.77200
H14 -3.36677 0.28549 3.42090
H15 -2.38846 -2.65740 4.07066
H16 -1.53954 -1.14943 4.44892
H17 -0.74012 -2.39803 3.47303
H18 4.97486 2.96600 -1.51283
H19 4.85753 4.47042 0.43422
H20 3.19905 4.05230 2.21296
H21 0.76877 1.19089 2.07825
H22 2.67097 2.61244 3.99052
H23 2.76818 0.91727 3.48322
H24 1.38719 1.47888 4.43375
H25 0.86246 4.14520 2.86252
H26 -0.36961 2.97752 3.36257
H27 -0.22573 3.44013 1.65895
H28 2.96484 -0.14313 -1.71237
H29 5.21945 1.44211 -3.03857
H30 4.76980 -0.23705 -3.33480
H31 5.41773 0.22474 -1.75583
H32 2.80179 2.25846 -3.59742
H33 1.42486 1.40253 -2.88939
H34 2.47488 0.57563 -4.04930
H35 0.98978 3.65729 -1.01802
H36 -0.61868 5.32343 -1.88694
H37 -2.95949 4.76908 -2.32469
H38 -4.84768 2.86346 -2.29106
H39 -5.37921 0.52971 -1.79741
H40 -3.68261 -1.04868 -0.91755

Forces on atoms 1 to 3 (eV/Å):
0.003 -0.064 -0.304
0.055 -0.077 -0.030
0.362 0.173 0.318

Properties
Total charge: -2
DFT total energy (Eh): -3068.176049
M (g mol⁻¹): 825.11
HOMO level (spin up / spin down) (eV): -0.7 / -1.7
Energy above the lowest of the compared OMol25 structures with the same formula, charge and spin (kcal/mol): 0.0
Spin multiplicity: 4
Gap between HOMO and LUMO (spin up / spin down) (eV): 4.829 / 5.852

Löwdin population analysis, charges in e, atoms 1 to 8:
1. Pd 0.234
2. S -0.441
3. Sb -0.057
4. S -0.224
5. S -0.228
6. C -0.084
7. C -0.376
8. C -0.061

Question: Among the records above, which one has the lowest M?
Answer: C36H40N2PdS3Sb